C31H33BrCl2N7O5V | ωB97M-V/def2-TZVPD

Each line ends with the Mulliken spin population.
Geometry (Å):
V 0.364 -1.019 -1.086  2.794
O -1.400 1.834 1.142  -0.003
C -1.072 2.219 2.458  0.003
C 0.421 2.210 2.701  0.004
C 0.959 2.551 3.938  0.000
C 2.328 2.466 4.106  0.000
C 3.115 2.036 3.043  0.001
C 2.489 1.712 1.855  0.010
N 1.168 1.799 1.684  0.038
H -0.659 1.312 0.790  0.047
H -1.543 1.537 3.175  0.000
H -1.483 3.216 2.633  0.000
H 0.314 2.868 4.747  0.000
H 2.780 2.725 5.054  0.000
H 4.188 1.954 3.139  0.000
H 3.056 1.369 0.996  -0.006
Cl -3.044 -6.061 3.080  0.000
C -2.476 -4.670 2.216  0.003
C -2.807 -3.390 2.687  0.007
C -2.365 -2.276 2.030  0.002
Cl -2.786 -0.714 2.643  0.000
C -1.542 -2.337 0.863  -0.030
O -1.128 -1.265 0.295  -0.160
C -1.238 -3.657 0.412  0.040
C -0.408 -3.908 -0.722  0.036
O 0.218 -3.083 -1.406  -0.015
C -1.718 -4.800 1.093  0.004
H -3.411 -3.285 3.578  0.000
H -0.314 -4.965 -1.012  -0.001
H -1.464 -5.784 0.719  0.000
N -1.352 -0.776 -2.553  0.052
C -1.791 0.623 -2.337  0.007
C -2.830 1.103 -3.336  0.001
C -3.190 2.593 -3.271  0.001
C -3.498 3.165 -1.882  0.000
N -2.332 3.336 -1.008  0.001
C -1.298 4.119 -1.264  0.000
N -0.202 4.026 -0.500  0.000
N -1.356 5.056 -2.220  0.000
C -0.482 1.424 -2.294  -0.032
O -0.216 2.261 -3.152  0.005
O 0.266 1.090 -1.307  0.004
H -1.166 -0.932 -3.541  0.008
H -2.082 -1.429 -2.284  0.005
H -2.198 0.639 -1.322  -0.002
H -3.734 0.502 -3.196  -0.001
H -2.467 0.895 -4.346  0.001
H -4.078 2.755 -3.886  0.000
H -2.378 3.158 -3.727  0.000
H -4.181 2.513 -1.337  0.000
H -4.018 4.122 -1.980  0.000
H -2.236 2.755 -0.168  -0.001
H 0.009 3.126 -0.066  0.001
H 0.597 4.577 -0.762  0.000
H -2.178 5.129 -2.791  0.000
H -0.499 5.392 -2.623  0.000
Br 0.200 -3.839 5.539  0.000
C 0.877 -3.112 3.935  -0.001
C 1.538 -3.934 3.037  0.003
C 1.961 -3.410 1.824  -0.005
C 1.711 -2.077 1.522  -0.052
C 1.076 -1.253 2.442  0.036
C 0.666 -1.768 3.658  0.005
N 1.966 -1.558 0.225  0.059
C 3.105 -1.740 -0.327  0.059
C 3.286 -1.268 -1.698  0.063
C 4.527 -1.233 -2.315  0.006
C 4.620 -0.706 -3.592  0.018
C 3.474 -0.221 -4.199  0.004
C 2.270 -0.300 -3.517  0.054
N 2.165 -0.829 -2.300  -0.041
H 1.692 -4.979 3.267  0.000
H 2.424 -4.056 1.088  0.002
H 0.873 -0.218 2.181  -0.034
H 0.149 -1.141 4.372  0.000
H 3.936 -2.212 0.194  0.002
H 5.399 -1.602 -1.793  -0.001
H 5.574 -0.665 -4.100  0.001
H 3.502 0.213 -5.188  0.000
H 1.359 0.090 -3.953  -0.001

* expectation value of S²: 3.761
* total charge: +1
* spin multiplicity: 4
* ΔE to the lowest compared entry with this formula, charge and spin: 1.07 kcal per mole

C27H40Cl5N6O5PRuS | ωB97M-V/def2-TZVPD

Each line ends with the Mulliken spin population.
Geometry (Å):
Ru -0.214 0.074 0.678  2.208
C -0.556 4.695 0.755  0.005
N -0.173 3.471 1.456  0.016
C -1.129 3.013 2.470  -0.007
C 0.925 2.785 1.161  0.024
N 0.972 1.437 1.419  0.052
C 2.041 0.933 2.196  0.073
C 2.826 1.688 3.059  -0.003
C 3.807 1.061 3.811  0.012
C 3.983 -0.315 3.724  0.012
C 3.184 -1.073 2.883  0.001
C 2.218 -0.444 2.107  0.078
N 1.293 -1.094 1.262  0.088
C 1.570 -2.358 0.809  0.061
N 0.650 -3.313 0.872  0.011
C 0.543 -4.367 -0.132  0.016
C -0.413 -3.317 1.875  -0.009
N 2.778 -2.615 0.293  0.003
C 3.645 -1.558 -0.206  0.008
C 3.408 -3.931 0.388  0.002
N 1.988 3.384 0.615  -0.003
C 2.370 4.761 0.928  0.002
C 2.985 2.622 -0.129  -0.005
H -1.620 4.628 0.527  0.000
H -0.004 4.782 -0.177  0.000
H -0.391 5.579 1.369  0.000
H -1.420 3.874 3.070  0.000
H -0.681 2.258 3.107  0.002
H -2.024 2.599 2.000  0.002
H 2.662 2.753 3.164  0.000
H 4.418 1.643 4.486  0.001
H 4.732 -0.803 4.332  0.001
H 3.298 -2.150 2.853  0.000
H 0.797 -5.343 0.282  0.000
H 1.186 -4.146 -0.978  -0.002
H -0.491 -4.384 -0.477  -0.001
H -0.237 -2.545 2.615  -0.001
H -0.418 -4.289 2.369  0.000
H -1.378 -3.157 1.391  0.003
H 3.076 -0.642 -0.345  -0.005
H 4.066 -1.871 -1.162  0.001
H 4.461 -1.362 0.493  0.000
H 2.850 -4.567 1.070  0.000
H 4.415 -3.797 0.784  0.001
H 3.481 -4.418 -0.585  0.000
H 1.784 5.135 1.762  0.000
H 2.249 5.420 0.069  0.000
H 3.421 4.759 1.220  0.001
H 2.532 1.719 -0.533  0.001
H 3.831 2.352 0.506  0.001
H 3.341 3.239 -0.953  0.000
Cl -0.401 -0.995 -2.113  0.065
C -1.243 -2.250 -3.132  0.700
C -1.787 -2.343 -4.317  -0.032
C -2.476 -1.404 -5.207  0.075
C -3.475 -0.555 -4.945  -0.024
C -4.187 -0.351 -3.688  0.066
Cl -5.884 -0.603 -3.842  0.011
C -3.702 0.057 -2.490  -0.006
S -1.598 1.807 -0.809  0.042
H -1.714 -3.356 -4.728  0.049
H -2.214 -1.526 -6.252  -0.003
H -3.945 -0.075 -5.798  0.003
Cl -2.466 -1.172 5.006  0.002
C -3.277 -0.663 3.528  0.005
Cl -4.499 -1.850 3.081  0.003
Cl -4.030 0.932 3.758  0.001
C -2.268 -0.469 2.374  -0.023
O -2.615 -0.650 1.208  0.065
O -1.104 -0.068 2.687  0.150
C -2.002 2.562 -4.330  0.012
O -1.560 1.299 -3.754  -0.001
P -2.065 0.759 -2.371  0.226
O -4.357 0.119 -1.328  -0.002
C -5.044 -1.070 -0.847  0.000
O -0.982 -1.574 -0.781  0.037
C 1.030 -1.260 -2.780  -0.005
H -1.394 2.716 -5.214  0.000
H -1.842 3.366 -3.613  -0.001
H -3.055 2.490 -4.598  0.001
H -4.601 -1.959 -1.297  -0.001
H -6.099 -1.005 -1.093  0.000
H -4.891 -1.080 0.223  0.001
H 1.806 -0.612 -2.406  0.006
H 0.165 0.089 -1.244  -0.073
H 1.143 -2.103 -3.439  0.001

* expectation value of S²: 6.075
* total charge: +2
* spin multiplicity: 5
* ΔE to the lowest compared entry with this formula, charge and spin: 355.94 kcal per mole

C30H41N5O6STa | ωB97M-V/def2-TZVPD

Each line ends with the Löwdin charge.
Geometry (Å):
Ta -0.750 -0.263 0.083  1.946
C 4.290 -5.382 -4.146  -0.011
C 3.635 -4.356 -3.278  -0.206
C 2.468 -3.706 -3.697  0.013
C 1.839 -2.778 -2.896  -0.032
C 2.412 -2.485 -1.652  -0.333
C 3.585 -3.112 -1.202  -0.018
C 4.178 -4.044 -2.023  0.012
S 1.695 -1.378 -0.587  0.723
O 2.639 -0.640 0.190  -0.257
O 0.727 -0.448 -1.365  -0.428
N 0.537 -1.979 0.404  -0.266
C -0.087 -3.239 -0.053  -0.104
C -1.111 -2.879 -1.120  -0.450
O -1.376 -3.377 -2.145  0.239
O -1.718 -1.656 -0.691  -0.248
H 4.046 -5.233 -5.196  0.095
H 3.940 -6.377 -3.860  0.111
H 5.372 -5.370 -4.026  0.098
H 2.057 -3.932 -4.672  0.136
H 0.942 -2.278 -3.233  0.120
H 4.022 -2.856 -0.246  0.129
H 5.089 -4.531 -1.701  0.138
H -0.582 -3.724 0.788  0.143
H 0.641 -3.928 -0.478  0.138
N -0.362 -0.503 7.449  0.211
C 0.477 -0.064 6.497  -0.480
O 1.548 0.460 6.697  0.112
C 0.036 -0.206 5.043  -0.055
C -1.258 -0.422 4.591  0.047
C -1.512 -0.441 3.235  -0.075
N -0.550 -0.271 2.301  -0.083
C 0.724 -0.128 2.758  -0.100
C 1.039 -0.069 4.090  0.057
H -0.061 -0.424 8.409  0.141
H -1.182 -1.052 7.261  0.109
H -2.094 -0.551 5.264  0.132
H -2.515 -0.599 2.886  0.091
H 1.508 -0.074 2.018  0.076
H 2.060 0.079 4.415  0.144
C -3.079 3.046 -5.021  0.000
C -2.531 2.306 -3.848  -0.202
C -1.216 2.464 -3.414  0.033
C -0.752 1.757 -2.331  -0.105
N -1.525 0.900 -1.623  -0.098
C -2.794 0.715 -2.066  -0.089
C -3.315 1.391 -3.139  0.036
H -2.325 3.661 -5.504  0.095
H -3.903 3.688 -4.701  0.112
H -3.487 2.345 -5.752  0.110
H -0.540 3.129 -3.935  0.136
H 0.276 1.853 -2.022  0.092
H -3.378 -0.033 -1.558  0.107
H -4.332 1.183 -3.444  0.143
C -3.712 -2.309 1.274  -0.039
C -3.972 -0.847 1.003  -0.170
O -2.799 0.076 0.780  -0.402
C -3.347 1.438 1.042  -0.187
C -2.344 2.557 1.020  -0.062
H -4.612 -2.686 1.763  0.115
H -2.888 -2.468 1.972  0.078
H -3.559 -2.899 0.378  0.082
H -4.462 -0.412 1.873  0.124
H -4.633 -0.696 0.150  0.138
H -3.815 1.382 2.024  0.131
H -4.132 1.586 0.300  0.137
H -1.556 2.426 1.761  0.071
H -2.880 3.466 1.297  0.116
H -1.915 2.736 0.036  0.060
C 1.709 4.763 0.614  -0.006
C 2.343 3.384 0.375  -0.555
C 3.331 3.010 1.497  -0.002
C 3.015 3.297 -1.009  -0.003
C 1.270 2.385 0.399  -0.035
N 0.437 1.590 0.410  0.107
H 2.513 5.498 0.598  0.113
H 1.218 4.819 1.586  0.100
H 0.995 5.022 -0.167  0.097
H 4.172 3.700 1.436  0.112
H 3.714 1.996 1.377  0.094
H 2.875 3.117 2.481  0.100
H 3.856 3.990 -1.011  0.113
H 2.332 3.596 -1.805  0.092
H 3.399 2.297 -1.209  0.098

* total charge: +3
* spin multiplicity: 1
* ΔE to the lowest compared entry with this formula, charge and spin: 7.33 kcal per mole

C4H9BrN | ωB97M-V/def2-TZVPD

Each line ends with the Löwdin charge.
Geometry (Å):
C -2.001 -0.454 0.166  -0.002
N -0.567 -0.757 0.151  -0.088
C 0.359 -0.578 -1.006  -0.068
C 0.508 0.288 0.161  -0.255
C 1.886 0.145 1.069  -0.480
Br 3.250 0.242 -0.326  0.731
H -2.161 0.513 -0.461  0.153
H -2.530 -1.199 -0.300  0.063
H -2.428 -0.605 1.200  0.133
H -0.554 -1.643 0.774  0.235
H -0.147 -0.284 -1.922  0.146
H 0.971 -1.468 -1.072  0.123
H 0.292 1.354 -0.082  0.171
H 1.993 -0.809 1.641  0.079
H 1.834 0.894 1.839  0.060

* total charge: +1
* SMILES: C[N@H+]1C[C@@H]1CBr
* spin multiplicity: 1
* ΔE to the lowest compared entry with this formula, charge and spin: 17.95 kcal per mole